(1)
{
  "formula": "C39H99N3O12",
  "method": "ωB97M-V/def2-TZVPD",
  "elements": ["C", "C", "C", "C", "C", "C", "N", "O", "C", "C", "C", "H", "H", "H", "H", "H", "H", "H", "H", "H", "H", "H", "H", "H", "H", "H", "H", "H", "H", "H", "C", "C", "C", "C", "C", "C", "N", "O", "C", "C", "C", "H", "H", "H", "H", "H", "H", "H", "H", "H", "H", "H", "H", "H", "H", "H", "H", "H", "H", "H", "C", "C", "C", "C", "C", "C", "N", "O", "C", "C", "C", "H", "H", "H", "H", "H", "H", "H", "H", "H", "H", "H", "H", "H", "H", "H", "H", "H", "H", "H", "C", "C", "O", "H", "H", "H", "H", "H", "H", "C", "C", "O", "H", "H", "H", "H", "H", "H", "C", "C", "O", "H", "H", "H", "H", "H", "H", "C", "O", "H", "H", "H", "H", "C", "O", "H", "H", "H", "H", "C", "O", "H", "H", "H", "H", "C", "O", "H", "H", "H", "H", "C", "O", "H", "H", "H", "H", "C", "O", "H", "H", "H", "H"],
  "xyz": [[2.254549, 2.972315, 1.964814], [2.206699, 1.976715, 3.133134], [3.441399, 0.956455, 3.080634], [3.808929, 0.246705, 4.317214], [3.913009, 1.259475, 5.498394], [2.653049, 2.135555, 5.694594], [2.198209, 2.740005, 4.423834], [1.142549, 3.617835, 4.555944], [1.638139, 1.182475, 6.344394], [3.129459, 3.225315, 6.669634], [1.014899, 1.097035, 3.048924], [3.041929, 3.722365, 2.039404], [1.295079, 3.484545, 1.893114], [2.516299, 2.408135, 1.069674], [3.202729, 0.140705, 2.398224], [4.313079, 1.468015, 2.672504], [4.761399, -0.216725, 4.060024], [3.081179, -0.557955, 4.422114], [4.767579, 1.932865, 5.432344], [4.073649, 0.665545, 6.398144], [1.694519, 0.145215, 6.014214], [1.776409, 1.221995, 7.424864], [0.601259, 1.480745, 6.189404], [3.919509, 2.985435, 7.381244], [3.638639, 4.035925, 6.148344], [2.325939, 3.656435, 7.266794], [0.084339, 1.661525, 2.989704], [0.903429, 0.431315, 3.904784], [1.034719, 0.459215, 2.165244], [1.497429, 4.507595, 4.619134], [-1.530381, -4.509365, 1.616524], [-0.054431, -4.899155, 1.575384], [0.765319, -3.729335, 1.119464], [1.096329, -2.680065, 2.239324], [1.849279, -3.379085, 3.413434], [0.981889, -4.583425, 3.968124], [0.473499, -5.447905, 2.824154], [-0.137281, -6.648355, 3.273274], [1.969199, -5.329635, 4.928504], [-0.243011, -4.078145, 4.856664], [0.039099, -5.995085, 0.467424], [-1.952271, -4.191425, 0.663094], [-1.778221, -3.715315, 2.320904], [-2.115221, -5.382595, 1.905524], [1.754839, -4.075635, 0.821094], [0.359379, -3.262295, 0.222144], [0.154499, -2.280915, 2.615784], [1.685159, -1.851675, 1.845434], [2.072749, -2.622095, 4.165194], [2.839369, -3.676815, 3.068214], [2.728009, -5.997585, 4.520884], [2.513989, -4.654445, 5.588364], [1.446059, -5.999705, 5.610734], [-0.886931, -3.380605, 4.321024], [-0.856061, -4.967375, 5.003424], [-0.077391, -3.717875, 5.871984], [-0.646831, -6.773255, 0.802164], [1.025429, -6.423015, 0.288164], [-0.486211, -5.748635, -0.455296], [-0.977451, -6.370105, 3.645144], [-4.213711, 4.316905, -1.866616], [-3.651861, 3.517315, -0.646626], [-2.084201, 3.461775, -0.866336], [-1.325671, 3.193255, 0.369194], [-1.789711, 4.150725, 1.498064], [-3.356491, 4.158385, 1.767014], [-4.059051, 4.289065, 0.519824], [-5.450021, 4.392005, 0.659204], [-3.751921, 2.987915, 2.668294], [-3.548151, 5.430525, 2.520584], [-4.122521, 2.059695, -0.650456], [-3.801781, 5.325955, -1.851486], [-5.282451, 4.526825, -1.823956], [-3.960521, 3.900065, -2.841426], [-1.820461, 2.670645, -1.568236], [-1.682901, 4.381635, -1.291676], [-0.255551, 3.345835, 0.228974], [-1.544341, 2.175395, 0.692064], [-1.377711, 5.141025, 1.303954], [-1.309471, 3.762465, 2.396234], [-3.143821, 2.951755, 3.572174], [-4.782331, 3.091075, 3.008454], [-3.673131, 2.037565, 2.140354], [-4.561531, 5.526505, 2.910374], [-2.945521, 5.555335, 3.420224], [-3.464291, 6.271495, 1.832224], [-5.127391, 1.825305, -0.299176], [-3.402341, 1.512485, -0.042176], [-4.183661, 1.597415, -1.635686], [-5.611961, 5.336255, 0.597754], [0.075769, -3.868695, -2.765246], [-0.662961, -4.707485, -3.753496], [-0.900501, -5.984675, -3.259266], [0.349909, -2.875425, -3.120726], [1.018619, -4.296415, -2.424386], [-0.624991, -3.738835, -1.940526], [-0.005571, -4.788915, -4.619116], [-1.591541, -4.258865, -4.106456], [-0.145411, -6.567695, -3.366616], [1.289349, 0.855085, -1.505496], [0.043499, -0.000985, -1.719526], [-0.469911, 0.249235, -2.925046], [1.744489, 0.618425, -0.543756], [1.017369, 1.910345, -1.482056], [2.032949, 0.641855, -2.273406], [-0.692951, 0.292865, -0.971596], [0.343149, -1.046645, -1.649526], [-1.265351, -0.274655, -3.045176], [-3.741461, -0.056395, -5.827266], [-5.126211, 0.409015, -5.446766], [-5.193471, 0.663685, -4.048276], [-3.522401, 0.112585, -6.881566], [-3.548361, -1.081805, -5.512086], [-3.003051, 0.476885, -5.228536], [-5.874401, -0.342965, -5.697426], [-5.448261, 1.313635, -5.962556], [-6.118481, 0.834975, -3.856906], [3.406649, -3.060505, -1.733566], [4.334809, -2.043185, -1.390306], [3.592079, -3.605725, -2.659016], [3.354139, -3.795885, -0.930726], [2.419989, -2.607575, -1.830896], [4.368839, -1.509475, -2.187556], [1.575399, -0.394235, -6.168566], [1.837009, -0.730225, -4.818806], [0.774799, -1.038155, -6.532586], [1.218959, 0.635015, -6.209726], [2.498859, -0.475755, -6.741886], [1.027899, -0.468055, -4.373606], [3.426469, 2.838525, -4.622876], [2.402179, 3.692555, -4.035606], [3.357469, 2.933975, -5.706496], [4.421359, 3.182065, -4.339556], [3.123609, 1.822335, -4.370416], [1.572999, 3.213375, -3.968846], [-3.605961, -2.078415, -2.378556], [-3.118341, -0.793785, -2.704346], [-4.095631, -2.534405, -3.239016], [-2.885951, -2.835395, -2.067636], [-4.318571, -2.080645, -1.553766], [-3.850501, -0.278415, -3.050676], [-1.340281, 3.431905, -4.477546], [-0.174641, 2.668825, -4.292696], [-1.165221, 4.257325, -5.167576], [-2.115271, 2.855275, -4.982496], [-1.597121, 3.865155, -3.510886], [-0.292371, 1.930105, -3.690996], [5.564479, -0.507055, -4.273126], [4.332789, -0.509965, -3.570676], [5.532559, -0.966915, -5.260856], [5.937309, 0.494275, -4.488606], [6.279629, -1.035045, -3.642346], [3.561789, -0.524535, -4.142466]],
  "forces_ev_per_angstrom": [[0.286, -0.479, 0.245], [1.242, -0.253, 1.117], [-0.668, 1.682, -1.356], [0.360, 0.934, 0.889], [-0.083, -0.954, -0.827], [0.352, -1.047, 0.090], [3.028, -0.565, -0.393], [-1.408, -0.275, 0.213], [-0.914, 0.503, 0.593], [-0.289, 1.049, 0.146], [-1.816, -0.611, -0.377], [0.050, -0.029, 0.463], [0.042, -0.074, -0.279], [-0.486, 0.019, -0.275], [-0.226, 0.447, -0.667], [0.045, 0.238, -0.013], [0.151, -0.220, 0.612], [0.014, -0.001, 0.824], [0.239, -0.189, -0.551], [-0.137, 0.268, 0.313], [0.288, 0.073, -0.056], [0.112, -0.289, 0.103], [-0.039, 0.290, -0.150], [-0.220, -1.020, 0.084], [-0.371, 0.158, -0.515], [-0.176, 0.073, -0.136], [-0.108, 0.198, 0.063], [0.217, 0.001, 0.059], [0.062, 0.030, -0.176], [0.396, 0.043, -0.107], [-0.781, -0.059, 0.611], [-0.542, -0.572, -1.237], [1.962, 1.357, 0.958], [-0.365, -1.109, -0.006], [-1.515, 0.128, -1.290], [0.629, 0.728, 0.670], [1.892, 0.504, 0.986], [0.358, 0.883, -0.359], [-0.674, -0.909, 0.303], [0.148, -0.852, -0.995], [-1.183, -0.473, 0.746], [0.378, -0.039, -0.242], [0.226, 0.058, 0.138], [-0.154, -0.090, 0.106], [0.092, -0.354, -0.180], [-0.361, -0.007, 0.143], [-0.031, 0.287, 0.103], [-0.009, -0.032, -0.116], [-0.404, -0.235, 0.480], [-0.094, -0.573, -0.132], [-0.101, 0.309, -0.854], [-0.207, 0.466, -0.217], [-0.404, 0.015, 0.031], [0.220, 0.196, 0.003], [-0.177, -0.113, 0.140], [0.651, 0.180, -0.210], [0.427, -0.570, 0.278], [-0.001, 0.258, 0.120], [0.549, 0.748, -0.215], [-0.503, -0.094, 0.210], [0.036, 0.360, 0.222], [-0.397, 0.229, -2.049], [-0.692, 0.509, -0.313], [-0.509, 0.463, 1.752], [-0.218, -1.419, -0.494], [1.893, -0.055, 0.629], [1.618, 0.410, -0.630], [-0.200, -0.607, 0.207], [-0.264, -0.352, -0.210], [-1.354, 1.322, 0.810], [-0.260, -0.618, 0.075], [0.420, 0.026, 0.113], [-0.160, -0.640, 0.077], [-0.034, -0.342, 0.118], [-0.506, -0.067, -0.370], [-0.418, 0.322, -0.117], [0.032, -0.362, -0.074], [0.411, -0.238, 0.156], [-0.375, 0.195, -0.028], [-0.089, 0.349, 0.336], [0.187, 0.033, -0.096], [-0.121, 0.039, -0.177], [0.082, -0.090, 0.101], [-0.342, -0.235, -0.014], [0.472, -0.115, -0.292], [0.521, 0.138, 0.126], [-0.074, 0.667, 0.624], [-0.220, -0.451, -0.057], [0.704, 0.290, -0.296], [-0.080, 0.134, -0.069], [-0.438, 0.858, 0.810], [1.621, 0.140, -1.394], [-1.031, -1.023, 0.588], [-0.228, 0.089, -0.355], [-0.243, -0.387, 0.064], [0.399, 0.131, 0.529], [-0.141, 0.017, -0.545], [-0.135, -0.067, 0.292], [0.110, 0.252, -0.057], [-0.237, -0.286, 0.205], [1.866, 0.119, 3.050], [-0.808, 0.691, -3.869], [-0.002, -0.056, 0.044], [0.141, 0.098, -0.215], [0.040, 0.198, -0.082], [-0.065, -0.472, 0.544], [-0.185, -0.295, 0.458], [-0.775, -0.077, -0.062], [0.394, 0.193, 0.604], [-0.448, -0.090, -0.367], [0.166, -0.159, 0.294], [-0.069, -0.235, 0.071], [-0.310, -0.234, -0.421], [0.032, 0.507, -0.174], [-0.001, -0.251, -0.120], [0.366, 0.166, -0.249], [-0.012, 0.074, 0.354], [-0.364, 0.314, 0.658], [-0.070, -1.202, 0.158], [0.442, 0.102, -0.227], [0.100, 0.051, 0.078], [-0.304, -0.069, -0.008], [0.190, 0.752, -0.321], [-0.205, 0.341, -0.054], [0.189, -0.106, 0.087], [0.197, -0.129, -0.469], [0.059, 0.169, -0.242], [-0.191, -0.194, -0.051], [-0.137, 0.063, 0.817], [-2.070, 0.717, -0.099], [1.583, 0.247, -0.032], [0.113, -0.044, -0.263], [-0.190, -0.351, 0.457], [0.939, -0.230, 0.151], [-0.305, -0.147, -0.293], [-0.860, -0.786, -0.082], [1.032, -0.622, 0.489], [-0.224, 0.021, -0.166], [0.834, 0.676, -0.128], [-0.221, 0.392, 0.044], [-0.431, 0.309, -0.183], [0.094, 0.261, 0.095], [0.964, 0.149, -0.794], [0.548, 0.006, 0.077], [-0.410, -0.191, 0.505], [-0.727, -0.045, -0.226], [-0.576, -0.385, 0.250], [0.132, 0.081, -0.169], [0.518, 0.152, 0.034], [-0.301, -0.483, 0.078], [-0.078, 0.306, 0.411], [0.098, 0.050, -0.164], [-0.405, -0.011, -0.383]],
  "lowdin_charge": [-0.016, -0.459, -0.144, -0.185, -0.123, -0.488, -0.124, -0.006, -0.038, -0.050, -0.046, 0.088, 0.060, 0.076, 0.105, 0.120, 0.118, 0.085, 0.116, 0.116, 0.067, 0.082, 0.081, 0.081, 0.083, 0.080, 0.078, 0.078, 0.072, 0.105, -0.031, -0.525, -0.136, -0.152, -0.121, -0.406, -0.087, -0.006, -0.051, -0.019, -0.025, 0.079, 0.071, 0.080, 0.105, 0.104, 0.093, 0.088, 0.095, 0.117, 0.081, 0.078, 0.069, 0.058, 0.062, 0.080, 0.073, 0.092, 0.061, 0.071, -0.032, -0.445, -0.150, -0.204, -0.096, -0.524, -0.126, 0.003, -0.017, -0.066, -0.021, 0.081, 0.071, 0.068, 0.104, 0.120, 0.100, 0.100, 0.120, 0.098, 0.086, 0.082, 0.071, 0.079, 0.094, 0.093, 0.087, 0.067, 0.060, 0.105, -0.094, -0.345, -0.061, 0.061, 0.073, 0.057, 0.111, 0.111, 0.093, -0.031, -0.346, -0.084, 0.070, 0.074, 0.069, 0.115, 0.099, 0.071, -0.070, -0.295, -0.093, 0.085, 0.072, 0.060, 0.113, 0.113, 0.100, -0.172, -0.122, 0.080, 0.069, 0.047, -0.002, -0.122, -0.144, 0.081, 0.079, 0.088, 0.050, -0.122, -0.148, 0.068, 0.078, 0.052, 0.006, -0.128, -0.132, 0.079, 0.065, 0.083, 0.027, -0.123, -0.138, 0.088, 0.072, 0.057, 0.032, -0.120, -0.145, 0.081, 0.073, 0.087, 0.033],
  "e_lumo_ev": 0.3,
  "multiplicity": 1,
  "charge": 0,
  "smiles": "CC1(C)CCCC(C)(C)N1O.CC1(C)CCCC(C)(C)N1O.CC1(C)CCCC(C)(C)N1O.CCO.CCO.CCO.CO.CO.CO.CO.CO.CO",
  "gap_ev": 8.16
}

(2)
{
  "formula": "C3Br2F6S",
  "method": "ωB97M-V/def2-TZVPD",
  "elements": ["C", "C", "C", "F", "F", "F", "F", "F", "F", "S", "Br", "Br"],
  "xyz": [[0.600215, 1.258939, -0.647136], [-0.919205, -2.069797, -0.192284], [0.754577, 1.447758, 0.806191], [-1.400568, -3.321591, -0.134141], [-0.258842, -1.955589, -1.301806], [-0.327689, -1.689433, 0.887178], [1.532253, 2.509484, 1.094080], [-0.420007, 1.740235, 1.347835], [1.313430, 0.414643, 1.359391], [-0.812210, 1.594964, -1.404708], [2.233312, 1.079367, -1.589859], [-2.295267, -1.008983, -0.224746]],
  "forces_ev_per_angstrom": [[1.392, -0.341, 0.040], [-0.865, -1.995, -0.545], [0.210, 1.524, -1.055], [1.132, -0.898, 0.552], [2.260, -0.220, -0.817], [3.269, -1.117, 1.623], [0.538, 0.371, 0.096], [-0.979, -0.474, 0.714], [0.456, -1.357, 1.250], [-0.766, 0.659, -1.222], [-0.558, 0.047, -0.026], [-6.088, 3.800, -0.611]],
  "lowdin_charge": [-1.150, -1.245, -0.858, 0.065, 0.112, 0.087, 0.110, 0.114, 0.160, 0.808, 0.774, 1.024],
  "e_lumo_ev": [0.4, -3.3],
  "multiplicity": 3,
  "charge": 0,
  "gap_ev": [8.50, 6.99]
}

(3)
{
  "formula": "C3CdO",
  "method": "ωB97M-V/def2-TZVPD",
  "elements": ["C", "C", "O", "C", "Cd"],
  "xyz": [[0.621803, -0.625361, -0.731780], [0.679702, 0.187296, 0.740125], [1.750698, -0.245020, -0.019138], [-0.461088, 0.183739, -0.030699], [-2.591115, 0.499346, 0.041492]],
  "forces_ev_per_angstrom": [[-0.522, 0.152, 0.598], [-1.488, 0.077, 0.722], [-1.564, 0.296, -0.883], [2.462, -0.266, -0.533], [1.112, -0.259, 0.096]],
  "lowdin_charge": [0.035, -0.102, 0.035, -0.327, 1.359],
  "de_lowest_kcal_mol": 8.7,
  "e_lumo_ev": [-8.2, -8.2],
  "multiplicity": 2,
  "charge": 1,
  "gap_ev": [4.28, 6.73]
}

(4)
{
  "formula": "C3Cl2NOS2",
  "method": "ωB97M-V/def2-TZVPD",
  "elements": ["C", "C", "C", "N", "O", "S", "S", "Cl", "Cl"],
  "xyz": [[0.145768, 0.867774, -0.457825], [0.122327, 1.057165, 0.907174], [-0.240669, -1.275844, 0.387844], [-0.090536, -0.531821, -0.723949], [0.187722, 1.662908, -1.418273], [-0.391308, -2.928503, 0.199990], [0.151143, -0.408133, 1.844742], [0.466099, 2.553562, 1.633099], [-0.350546, -0.997107, -2.372801]],
  "forces_ev_per_angstrom": [[-0.768, 1.417, -1.598], [0.533, -0.087, -0.152], [1.014, -2.388, -1.115], [-0.234, 1.273, 0.250], [0.323, -0.280, 0.755], [-0.434, -0.475, 0.859], [-0.770, -0.230, -1.053], [0.143, 0.662, 0.355], [0.192, 0.109, 1.699]],
  "lowdin_charge": [-0.691, -1.051, -1.218, -0.508, -0.097, 0.415, 0.901, 0.573, 0.675],
  "de_lowest_kcal_mol": 0.0,
  "e_lumo_ev": 3.2,
  "multiplicity": 1,
  "charge": -1,
  "smiles": "[O-]c1c(Cl)sc(=S)n1Cl",
  "gap_ev": 6.52
}

(5)
{
  "formula": "C3Cl2O",
  "method": "ωB97M-V/def2-TZVPD",
  "elements": ["C", "C", "C", "O", "Cl", "Cl"],
  "xyz": [[1.744260, -0.113919, 0.016241], [-1.701493, 0.645394, -0.020789], [0.535343, -0.046588, 0.033415], [-0.749159, -0.288315, 0.034836], [3.366644, -0.042954, -0.033568], [-3.195597, -0.153620, -0.030134]],
  "forces_ev_per_angstrom": [[-2.348, 0.312, 0.014], [1.207, 0.786, -0.013], [2.195, 0.191, -0.073], [-1.303, -0.848, 0.033], [0.477, -0.003, 0.015], [-0.228, -0.438, 0.025]],
  "lowdin_charge": [-0.595, -0.469, -0.178, -0.142, 0.728, 0.656],
  "de_lowest_kcal_mol": 59.0,
  "e_lumo_ev": -0.4,
  "multiplicity": 1,
  "charge": 0,
  "gap_ev": 9.38
}

(6)
{
  "formula": "C3Cl3F3O",
  "method": "ωB97M-V/def2-TZVPD",
  "elements": ["C", "C", "C", "O", "F", "F", "F", "Cl", "Cl", "Cl"],
  "xyz": [[1.735426, 0.121316, 0.071322], [-0.175532, 0.625354, -0.166285], [-0.979574, -0.567173, 0.138789], [2.390454, 0.624077, 0.840499], [1.908717, -0.761672, -0.885756], [-0.637253, -1.076824, 1.343189], [-0.645557, -1.620156, -0.710185], [-0.451923, 1.756453, 1.092758], [-0.343191, 1.246928, -1.785125], [-2.801570, -0.348301, 0.060796]],
  "forces_ev_per_angstrom": [[-6.592, -0.458, -3.070], [3.655, 0.189, 0.408], [-0.981, -3.656, -0.459], [2.562, 1.014, 2.071], [1.009, 0.019, 0.355], [-0.407, 0.740, -0.011], [-0.646, 1.414, 0.222], [-0.037, 0.926, 0.316], [-0.123, -0.139, 0.124], [1.559, -0.049, 0.045]],
  "lowdin_charge": [-0.404, -1.138, -0.985, 0.228, 0.146, 0.038, 0.008, 0.738, 0.700, 0.669],
  "de_lowest_kcal_mol": 19.4,
  "e_lumo_ev": 0.1,
  "multiplicity": 1,
  "charge": 0,
  "gap_ev": 10.86
}